No. 1
Molecular formula: C34H93LiN8O9
Method: DFT, ωB97M-V/def2-TZVPD

```
145
Properties=species:S:1:pos:R:3:lowdin_charge:R:1
Li 0.125 0.087 1.146 0.52
C -1.962 4.097 0.494 -0.10
C -0.771 3.295 1.016 -0.48
O -0.771 1.909 0.773 -0.41
H -1.798 5.131 0.795 0.07
H -2.926 3.704 0.817 0.05
H -1.991 4.086 -0.595 0.04
H -0.797 3.481 2.089 0.06
H 0.203 3.716 0.764 0.08
C 2.787 -1.890 -2.725 -0.06
C 3.517 -1.155 -3.836 -0.42
C 2.723 -0.015 -4.434 -0.25
O 3.364 0.514 -5.517 -0.19
C 2.734 1.404 -6.471 -0.05
N 4.739 -0.682 -3.238 0.07
H 1.861 -2.344 -3.078 0.08
H 2.606 -1.333 -1.806 0.07
H 3.345 -2.796 -2.490 0.08
H 3.744 -1.824 -4.666 0.15
H 2.587 0.831 -3.761 0.11
H 1.769 -0.450 -4.730 0.13
H 2.107 0.925 -7.224 0.09
H 3.606 1.709 -7.049 0.09
H 2.277 2.267 -5.988 0.08
H 4.821 0.125 -3.840 0.05
H 4.363 -0.162 -2.458 0.04
C 0.809 -1.654 3.964 -0.02
C -0.658 -1.671 3.433 -0.41
C -1.709 -2.033 4.447 -0.20
O -2.975 -2.018 3.826 -0.22
C -4.143 -2.007 4.650 -0.06
N -0.936 -0.444 2.775 0.00
H 0.901 -2.507 4.636 0.07
H 1.116 -0.784 4.544 0.06
H 1.518 -1.708 3.138 0.05
H -0.798 -2.388 2.624 0.12
H -1.664 -1.374 5.314 0.12
H -1.558 -3.037 4.845 0.13
H -4.105 -2.669 5.515 0.09
H -5.012 -2.249 4.039 0.08
H -4.161 -0.921 4.743 0.08
H -1.024 0.353 3.389 0.01
H -1.898 -0.558 2.488 0.04
C -1.674 1.962 -3.214 -0.05
C -0.189 1.883 -3.195 -0.45
C 0.503 3.239 -3.073 -0.15
O 0.423 4.035 -4.274 -0.18
C 1.012 5.261 -4.210 -0.16
N 0.156 1.032 -2.101 0.07
H -2.059 2.425 -2.306 0.07
H -2.203 1.010 -3.264 0.07
H -2.019 2.539 -4.072 0.08
H 0.235 1.498 -4.123 0.12
H 1.543 3.025 -2.828 0.10
H 0.174 3.888 -2.262 0.13
H 1.976 5.370 -3.713 0.08
H 0.253 5.852 -3.699 0.09
H 1.199 5.711 -5.185 0.09
H -0.281 1.430 -1.282 0.04
H 1.131 1.188 -1.886 0.04
C -4.874 -1.836 -0.269 -0.02
C -4.241 -0.420 -0.515 -0.41
C -5.142 0.725 -0.010 -0.18
O -6.349 0.716 -0.781 -0.19
C -7.444 1.440 -0.183 -0.09
N -3.048 -0.346 0.239 0.03
H -5.051 -2.101 0.773 0.08
H -4.151 -2.530 -0.698 0.05
H -5.780 -2.016 -0.847 0.08
H -3.822 -0.272 -1.510 0.14
H -4.623 1.670 -0.176 0.12
H -5.377 0.573 1.043 0.10
H -8.252 1.304 -0.902 0.09
H -7.310 2.498 0.045 0.08
H -7.635 0.958 0.776 0.08
H -2.717 0.608 0.262 0.06
H -3.427 -0.611 1.137 0.07
C -1.120 -3.664 0.096 -0.05
C -0.478 -2.678 -0.889 -0.40
C -1.274 -2.681 -2.148 -0.22
O -1.318 -3.992 -2.686 -0.18
C -1.936 -3.924 -3.996 -0.08
N -0.431 -1.380 -0.181 0.01
H -2.085 -3.335 0.481 0.07
H -0.503 -3.999 0.930 0.07
H -1.407 -4.585 -0.411 0.07
H 0.581 -2.927 -0.955 0.11
H -0.875 -1.948 -2.849 0.12
H -2.281 -2.359 -1.882 0.11
H -1.300 -3.343 -4.663 0.08
H -2.940 -3.501 -3.956 0.09
H -1.980 -4.947 -4.370 0.09
H -0.377 -0.828 -1.025 0.02
H -1.410 -1.214 0.006 0.00
C 3.073 -3.230 0.848 -0.07
C 4.498 -2.839 0.914 -0.44
C 5.468 -3.974 0.522 -0.17
O 5.136 -4.564 -0.775 -0.19
C 6.117 -5.534 -1.216 -0.09
N 4.679 -1.828 -0.089 0.05
H 3.008 -4.044 1.570 0.09
H 2.697 -3.637 -0.091 0.09
H 2.427 -2.483 1.310 0.05
H 4.652 -2.497 1.937 0.14
H 5.399 -4.752 1.283 0.12
H 6.464 -3.532 0.565 0.12
H 7.042 -5.035 -1.506 0.08
H 5.929 -6.032 -2.167 0.08
H 6.352 -6.235 -0.415 0.08
H 5.653 -1.572 -0.161 0.08
H 4.367 -2.189 -0.979 0.03
C 3.087 1.361 2.456 -0.04
C 2.725 1.496 0.970 -0.40
C 3.915 1.928 0.131 -0.15
O 3.576 1.801 -1.280 -0.24
C 4.302 2.578 -2.156 -0.13
N 2.197 0.193 0.556 0.04
H 2.236 1.254 3.128 0.06
H 3.593 2.270 2.781 0.08
H 3.759 0.511 2.579 0.08
H 2.002 2.300 0.830 0.12
H 4.862 1.403 0.253 0.13
H 4.111 2.982 0.326 0.13
H 4.231 2.199 -3.176 0.08
H 5.352 2.677 -1.882 0.10
H 3.821 3.555 -2.124 0.09
H 2.864 -0.522 0.810 0.03
H 2.348 0.309 -0.436 0.03
C -1.872 3.304 5.701 -0.05
C -1.878 1.902 5.086 -0.40
C -2.942 1.805 3.985 -0.18
O -4.208 2.047 4.602 -0.20
C -5.318 2.002 3.661 -0.08
N -0.514 1.597 4.649 0.04
H -1.076 3.592 6.387 0.08
H -2.868 3.462 6.115 0.07
H -1.877 4.035 4.893 0.08
H -2.159 1.131 5.803 0.13
H -3.070 0.862 3.454 0.10
H -2.779 2.626 3.287 0.12
H -6.180 2.546 4.047 0.09
H -5.626 0.962 3.548 0.07
H -5.131 2.395 2.662 0.07
H -0.335 2.194 3.854 0.07
H 0.120 1.866 5.388 0.09
```

LUMO energy: 0.39 eV
ΔE to the lowest compared entry with this formula, charge and spin: 0.0 kcal/mol
frontier orbital gap: 0.2783 hartree

***

No. 2
Molecular formula: C4H10N2O2
Method: DFT, ωB97M-V/def2-TZVPD

```
18
Properties=species:S:1:pos:R:3:lowdin_charge:R:1
C -1.453 -0.113 -0.065 -0.45
C -1.292 -1.524 -0.529 0.01
C 2.427 0.111 0.463 -0.04
N 0.705 0.807 -1.094 0.08
C 1.258 0.997 0.084 -0.67
N -1.243 0.284 1.162 0.18
O -2.145 0.737 -0.827 0.11
O 0.797 1.770 1.001 -0.11
H -2.082 0.477 -1.755 0.13
H 0.038 1.569 -1.232 0.04
H -0.813 -0.412 1.756 0.12
H -0.600 1.214 1.259 0.12
H -0.915 -1.534 -1.550 0.09
H -0.580 -2.062 0.093 0.09
H -2.261 -2.032 -0.499 0.10
H 2.731 -0.526 -0.364 0.06
H 3.265 0.741 0.768 0.07
H 2.164 -0.504 1.329 0.07
```

LUMO energy: 0.36 eV
ΔE to the lowest compared entry with this formula, charge and spin: 56.8 kcal/mol
frontier orbital gap: 0.3303 hartree

***

No. 3
Molecular formula: C2HNO4P
Method: DFT, ωB97M-V/def2-TZVPD

```
9
Properties=species:S:1:pos:R:3:lowdin_charge:R:1
C -0.947 1.115 -1.009 -0.24
C 0.642 1.033 0.596 -0.32
N 0.201 1.612 -0.454 0.02
O -1.113 -2.210 0.531 -0.31
O -1.173 -0.153 -0.975 -0.16
O 0.296 -0.134 1.091 -0.10
O 0.988 -1.604 -0.913 -0.30
P -0.209 -1.256 -0.123 0.29
H 1.315 1.597 1.255 0.12
```

LUMO energy: 4.01 eV
total charge: -1
ΔE to the lowest compared entry with this formula, charge and spin: 25.1 kcal/mol
frontier orbital gap: 0.3005 hartree

***

No. 4
Molecular formula: C11H19Cl3CrN2O5S2Si2
Method: DFT, ωB97M-V/def2-TZVPD

```
45
Properties=species:S:1:pos:R:3:lowdin_charge:R:1
Cr -1.036 0.146 0.051 0.06
C -2.880 1.778 3.157 -0.03
C -2.481 0.433 2.621 -0.53
O -2.659 0.125 1.439 -0.14
N -2.012 -0.458 3.525 0.08
C -1.259 -1.625 3.018 -0.16
C 0.144 -1.220 2.707 -0.31
C 1.214 -1.724 3.418 -0.11
C 2.492 -1.195 3.252 -0.16
C 2.609 -0.061 2.396 -0.13
C 1.516 0.368 1.696 -0.21
N 0.283 -0.202 1.772 -0.05
H -3.118 2.423 2.317 0.06
H -2.055 2.221 3.715 0.08
H -3.743 1.680 3.819 0.08
H -1.573 -0.014 4.321 0.13
H -1.784 -1.968 2.130 0.04
H -1.279 -2.402 3.783 0.11
H 1.040 -2.550 4.103 0.09
H 3.352 -1.619 3.757 0.06
H 3.560 0.443 2.275 0.08
H 1.592 1.206 1.015 0.07
Cl -1.266 -2.111 -0.325 0.05
Si -2.446 0.847 -1.714 -0.09
Cl -0.890 2.421 0.547 0.07
Cl -3.997 2.218 -1.421 0.21
C 3.251 -0.663 -1.396 -0.18
Si 1.592 -0.177 -2.210 0.24
C 1.086 -1.642 -3.307 -0.17
C 1.958 1.263 -3.396 -0.17
O 0.528 0.216 -1.112 -0.49
H 3.937 -1.103 -2.130 0.01
H 3.078 -1.396 -0.604 0.02
H 3.751 0.196 -0.941 0.01
H 1.925 -2.011 -3.908 0.01
H 0.295 -1.325 -3.992 0.01
H 0.697 -2.469 -2.708 0.00
H 2.816 1.048 -4.043 0.01
H 2.159 2.189 -2.852 0.02
H 1.086 1.429 -4.034 0.00
O -1.215 0.568 -5.120 -0.36
S -2.236 1.142 -4.288 0.15
O -3.021 2.184 -4.895 -0.37
O -1.600 1.675 -2.965 -0.49
S -3.408 -0.287 -3.473 0.41
```

LUMO energy (alpha / beta): 4.72 / 4.66 eV
2S+1: 5
total charge: -2
<S²>: 6.06
ΔE to the lowest compared entry with this formula, charge and spin: 9.6 kcal/mol
frontier orbital gap (alpha / beta): 0.1399 / 0.2783 hartree